Here is a molecular structure, C27H24N6NaO4S3 at a distorted geometry from OMol25. Energies are from wB97M-V/def2-TZVPD.

The LUMO energy is 1.5 eV. The energy above the lowest of the compared OMol25 structures with the same formula, charge and spin comes out at 4.9 kcal/mol. The calculation puts the HOMO energy at -3.98 eV. As for the charge: -1. The calculation puts the frontier orbital gap at 5.47 eV.

Cartesian coordinates (Å):
Na1 -0.0615 0.2528 1.4155
C1 -1.0445 -2.3476 3.2106
C2 0.1056 -2.7874 2.3446
C3 0.2082 -4.1436 1.9528
C4 1.2172 -4.5066 1.1187
C5 2.1498 -3.5438 0.6669
C6 3.1940 -3.8894 -0.2200
C7 4.0430 -2.9055 -0.6435
C8 3.9008 -1.5821 -0.1950
C9 2.9106 -1.1768 0.6911
S1 2.8041 0.4695 1.2440
C10 1.9892 -2.2105 1.1158
N1 0.9557 -1.8731 1.9479
H1 -1.2641 -3.0897 3.9799
H2 -1.9473 -2.2095 2.6097
H3 -0.8079 -1.4017 3.6961
H4 -0.5228 -4.8615 2.3032
H5 1.3178 -5.5321 0.7789
H6 3.2918 -4.9139 -0.5596
H7 4.8416 -3.1448 -1.3366
H8 4.5985 -0.8270 -0.5355
C11 -2.8466 4.2261 -1.0906
N2 -3.3271 2.8658 -1.0099
C12 -3.5490 2.0267 -2.0943
C13 -3.9251 0.8334 -1.5976
N3 -3.9545 0.9584 -0.2257
C14 -3.5439 2.1914 0.1551
S2 -3.3369 2.7734 1.7189
H9 -3.4059 4.7704 -1.8513
H10 -1.7824 4.2476 -1.3334
H11 -2.9927 4.6893 -0.1175
H12 -3.4262 2.3625 -3.1079
H13 -4.1606 -0.0955 -2.0833
H14 -3.9250 0.1482 0.3923
O1 -3.3675 -1.7464 -0.0703
C15 -2.1586 -1.4565 -0.1398
O2 -1.5992 -0.4704 0.3990
C16 -1.2756 -2.3274 -1.0275
C17 -1.6982 -3.6013 -1.3940
C18 -0.8884 -4.4160 -2.1665
C19 0.3307 -3.9158 -2.5896
C20 0.7731 -2.6489 -2.2631
C21 -0.0388 -1.8617 -1.4632
N4 1.2054 -4.7816 -3.4067
O3 2.2009 -4.2854 -3.8946
O4 0.9134 -5.9605 -3.4962
H15 -2.6676 -3.9387 -1.0528
H16 -1.1813 -5.4183 -2.4422
H17 1.7443 -2.3127 -2.5940
H18 0.2931 -0.8793 -1.1544
N5 2.6986 6.9305 0.2978
C22 1.7657 6.6360 1.2187
S3 1.2374 7.7674 2.2936
C23 1.2514 5.2276 1.1718
C24 0.5647 4.6974 2.2529
C25 0.1257 3.3846 2.1888
N6 0.3282 2.5911 1.1404
C26 0.9739 3.1049 0.0996
C27 1.4435 4.4064 0.0648
H19 3.1126 7.8463 0.3377
H20 3.1692 6.2114 -0.2230
H21 0.3842 5.3025 3.1295
H22 -0.4250 2.9589 3.0186
H23 1.1465 2.4388 -0.7366
H24 1.9334 4.7434 -0.8388


Here is a molecular structure, C27H25AuN6O6S2 at a distorted geometry from OMol25. Energies are from wB97M-V/def2-TZVPD.

The LUMO energy is -2.8 eV. The energy above the lowest of the compared OMol25 structures with the same formula, charge and spin comes out at 35.8 kcal/mol. The calculation puts the HOMO energy at -8.34 eV. The calculation puts the frontier orbital gap at 5.56 eV.

Cartesian coordinates (Å):
Au1 1.4880 -0.5026 0.6258
N1 2.1584 -2.4304 8.1969
C1 1.9922 -1.6878 7.0450
C2 2.9878 -1.6715 6.0622
C3 2.8303 -0.9128 4.9201
C4 1.6828 -0.1477 4.7622
C5 0.6893 -0.1338 5.7354
C6 0.8446 -0.9021 6.8690
S1 1.4223 0.7578 3.2908
O1 2.6305 0.6822 2.4496
O2 0.9182 2.0576 3.5914
N2 0.3652 -0.1410 2.4236
C7 -0.9991 0.0655 2.4550
N3 -1.6869 -0.4188 1.4181
C8 -2.9791 -0.1446 1.3417
C9 -3.6394 0.6185 2.2903
C10 -2.8653 0.9890 3.3774
N4 -1.5771 0.6948 3.4852
H1 2.8535 -3.1553 8.1847
H2 1.3406 -2.6300 8.7440
H3 3.8805 -2.2701 6.2010
H4 3.5823 -0.9108 4.1412
H5 -0.1965 0.4688 5.5734
H6 0.0740 -0.9072 7.6312
H7 -3.4912 -0.5375 0.4660
H8 -4.6813 0.8871 2.1980
H9 -3.2940 1.5367 4.2120
N5 5.3155 0.7527 -5.4891
C11 4.7189 0.5397 -4.5293
C12 3.9981 0.2768 -3.3083
C13 3.2917 1.3035 -2.6865
C14 2.6287 1.0574 -1.4958
C15 2.6646 -0.2118 -0.9581
C16 3.3701 -1.2397 -1.5545
C17 4.0399 -0.9968 -2.7434
H10 3.2505 2.2855 -3.1369
H11 2.0710 1.8542 -1.0110
H12 3.3937 -2.2289 -1.1131
H13 4.5823 -1.7913 -3.2362
C18 -4.7027 3.5720 -5.5894
C19 -3.6607 2.7822 -4.8429
C20 -2.3685 2.6462 -5.3379
C21 -1.4133 1.9132 -4.6474
C22 -1.7606 1.3137 -3.4500
C23 -3.0437 1.4451 -2.9269
C24 -3.9847 2.1720 -3.6280
S2 -0.5943 0.2754 -2.6299
O3 0.5136 0.0826 -3.5267
O4 -0.3215 0.7479 -1.2920
N6 -1.4846 -1.1094 -2.4605
C25 -1.0445 -1.9919 -1.3551
C26 0.3059 -2.6538 -1.6150
C27 0.7620 -3.3562 -0.3328
O5 0.6040 -4.5531 -0.2295
O6 1.2870 -2.6035 0.6182
H14 -4.2714 4.0832 -6.4491
H15 -5.1577 4.3173 -4.9349
H16 -5.5001 2.9140 -5.9418
H17 -2.1066 3.1063 -6.2831
H18 -0.4110 1.7841 -5.0357
H19 -3.2861 0.9587 -1.9906
H20 -4.9926 2.2588 -3.2382
H21 -1.5125 -1.5838 -3.3599
H22 -1.8166 -2.7408 -1.1897
H23 -0.9783 -1.3538 -0.4778
H24 1.0347 -1.8862 -1.8740
H25 0.2490 -3.3958 -2.4080


Here is a molecular structure, C27H25BBrCoF7N2O5 from OMol25. Energies are from wB97M-V/def2-TZVPD.

The spin multiplicity is 2. The LUMO energy (alpha / beta) is 4.0 / 4.0 eV. The energy above the lowest of the compared OMol25 structures with the same formula, charge and spin comes out at 19.1 kcal/mol. The calculation puts the HOMO energy (alpha / beta) at -2.50 / -2.49 eV. As for the charge: -2. The calculation puts the frontier orbital gap (alpha / beta) at 6.51 / 6.50 eV.

Cartesian coordinates (Å):
Co1 0.1282 -0.3317 -0.1071
Br1 -0.4357 -0.4632 4.1252
C1 -0.8928 1.1380 3.2100
C2 -1.1792 2.2643 3.9688
C3 -1.5870 3.3976 3.2904
C4 -1.7257 3.3504 1.9119
C5 -1.4027 2.1718 1.2596
N1 -0.9621 1.0908 1.9047
C6 -1.6158 2.0365 -0.2442
O1 -2.2139 2.9447 -0.8211
O2 -1.1840 0.9655 -0.7716
H1 -1.0669 2.2414 5.0423
H2 -1.8063 4.3072 3.8377
H3 -2.0763 4.1864 1.3251
F1 -4.4236 -2.1600 0.5631
C7 -3.3431 -1.4388 0.1782
F2 -3.5072 -1.1913 -1.1398
F3 -3.4119 -0.2749 0.8230
C8 -2.0204 -2.2377 0.4125
O3 -2.0897 -3.4219 0.1031
O4 -1.0495 -1.5806 0.8732
N2 -0.2109 -1.5991 -1.7303
C9 -0.6596 -2.1911 -2.5983
C10 -1.2485 -2.9198 -3.6806
C11 -0.7990 -2.7181 -4.9819
C12 -1.3931 -3.4261 -6.0136
C13 -2.4204 -4.3213 -5.7433
C14 -2.8601 -4.5156 -4.4396
C15 -2.2770 -3.8158 -3.3961
H4 0.0036 -2.0141 -5.1642
H5 -1.0545 -3.2773 -7.0308
H6 -2.8822 -4.8707 -6.5547
H7 -3.6622 -5.2126 -4.2344
H8 -2.5945 -3.9401 -2.3669
F4 1.8467 0.3505 1.9614
B1 2.7064 1.1507 2.7612
F5 3.3474 0.3282 3.7077
F6 3.6652 1.7782 1.9521
F7 1.9420 2.1312 3.4286
C16 1.3730 2.7303 -2.5554
C17 1.3077 1.6223 -3.6063
C18 -0.1288 1.2494 -3.9900
C19 2.1306 0.3839 -3.2845
C20 2.7555 -0.2307 -4.3693
C21 3.5447 -1.3610 -4.2416
C22 3.7533 -1.8694 -2.9656
C23 3.1675 -1.2941 -1.8493
C24 3.5320 -1.8447 -0.4804
C25 4.3892 -0.8434 0.2992
C26 2.3623 -2.3276 0.3826
C27 2.2948 -0.1768 -1.9904
O5 1.7132 0.2720 -0.8963
H9 0.7504 3.5727 -2.8665
H10 2.4020 3.0781 -2.4332
H11 1.0302 2.3863 -1.5858
H12 1.7684 2.0326 -4.5152
H13 -0.6420 0.7568 -3.1685
H14 -0.1216 0.5896 -4.8652
H15 -0.7096 2.1440 -4.2295
H16 2.6137 0.2125 -5.3523
H17 4.0124 -1.8150 -5.1080
H18 4.4010 -2.7309 -2.8268
H19 4.1514 -2.7279 -0.6854
H20 3.8330 0.0713 0.4957
H21 5.2902 -0.5878 -0.2655
H22 4.6916 -1.2631 1.2625
H23 1.8382 -1.4931 0.8497
H24 2.7436 -2.9418 1.2029
H25 1.6477 -2.9240 -0.1880


Here is 11 unconnected molecules or ions with the total composition C27H25BrCl41N4O7PS2 at a distorted geometry from OMol25. Energies are from wB97M-V/def2-TZVPD.

The LUMO energy is -0.3 eV. The calculation puts the HOMO energy at -8.01 eV. The calculation puts the frontier orbital gap at 7.73 eV.

Cartesian coordinates (Å):
O1 0.0956 0.7801 0.6423
P1 0.9057 -0.1785 -0.0884
O2 2.3269 0.5415 -0.4553
O3 0.1395 -0.4884 -1.4777
C1 1.1996 -1.7091 0.9776
O4 2.5464 -1.5922 1.4175
N1 0.3788 -1.5125 2.1981
S1 1.1496 -0.5308 3.4375
C2 0.9360 -3.0848 0.3152
Br1 1.4109 -4.5829 1.5633
O5 -0.3141 -3.3612 -0.2229
C3 -1.5058 -3.2047 0.4338
O6 -1.5466 -3.5770 1.7691
Cl1 -2.2355 -1.5084 0.3629
C4 -2.5210 -4.0876 -0.3427
C5 -2.7479 -3.6610 -1.8097
C6 -4.2436 -3.6317 -2.2402
C7 -5.1178 -2.5882 -1.5192
C8 -5.9095 -3.1895 -0.3362
C9 -7.2411 -2.4352 -0.0155
C10 -7.1553 -1.6124 1.2855
S2 -5.7571 -0.4257 1.2602
C11 -6.3706 0.6948 0.0386
N2 -5.9051 0.6879 -1.1525
N3 -6.6072 1.6693 -1.8220
C12 -7.4191 2.1923 -1.0152
O7 -7.3394 1.6093 0.2138
C13 1.9416 -3.2615 -0.8975
C14 3.2510 -3.5722 -0.6235
C15 4.0992 -3.7588 -1.7042
C16 3.5208 -3.6133 -2.9353
C17 2.2069 -3.2684 -3.1229
N4 1.4056 -3.0944 -2.0780
H1 2.3324 0.7135 -1.4121
H2 0.7271 -0.5068 -2.2496
H3 3.1304 -1.3911 0.6689
H4 0.3358 -2.4169 2.6729
H5 1.3986 0.6290 2.8093
H6 -2.4740 -3.5913 2.0438
H7 -3.4545 -4.1754 0.2212
H8 -2.0606 -5.0859 -0.3604
H9 -2.2931 -4.4314 -2.4479
H10 -2.2663 -2.7164 -2.0813
H11 -4.2150 -3.3800 -3.3069
H12 -4.6038 -4.6577 -2.0864
H13 -4.5592 -1.7059 -1.1911
H14 -5.8700 -2.2180 -2.2283
H15 -5.3273 -3.1889 0.5975
H16 -6.1689 -4.2232 -0.5951
H17 -7.4696 -1.7664 -0.8538
H18 -8.0283 -3.1871 0.1182
H19 -7.0376 -2.2938 2.1332
H20 -8.0755 -1.0344 1.4189
H21 -8.1096 3.0004 -1.1950
H22 3.6926 -3.6759 0.3576
H23 5.1409 -4.0253 -1.5783
H24 4.1468 -3.7835 -3.8085
H25 1.8185 -3.1457 -4.1256
Cl2 2.1368 0.1677 -6.8276
C18 3.5373 -0.9115 -6.8248
Cl3 3.4269 -2.0258 -8.1922
Cl4 5.0192 0.0392 -6.9558
Cl5 3.5624 -1.8374 -5.3119
Cl6 7.2622 -2.5037 -7.9968
C19 8.4972 -1.4332 -8.6687
Cl7 8.7081 -0.0366 -7.6024
Cl8 10.0274 -2.3069 -8.8040
Cl9 7.9886 -0.8806 -10.2684
Cl10 2.4846 5.0551 4.9658
C20 2.8945 3.3466 4.7856
Cl11 4.6254 3.1232 5.0807
Cl12 1.9673 2.3821 5.9437
Cl13 2.5023 2.8148 3.1473
Cl14 -1.5473 -0.6364 9.1898
C21 0.0595 -0.5015 8.4640
Cl15 0.3941 1.1955 8.0860
Cl16 1.2736 -1.1002 9.6020
Cl17 0.1202 -1.4533 6.9784
Cl18 5.2994 7.2487 3.7627
C22 4.0674 8.0922 2.8153
Cl19 2.7742 8.6499 3.8876
Cl20 4.7996 9.4806 2.0047
Cl21 3.3863 6.9912 1.6051
Cl22 -2.2080 -5.7901 6.2151
C23 -0.7138 -5.9174 5.2769
Cl23 -0.2841 -4.3314 4.6336
Cl24 0.5880 -6.5060 6.3186
Cl25 -0.9532 -7.0464 3.9364
Cl26 4.5036 12.9815 2.3274
C24 5.7857 13.6109 1.2872
Cl27 5.2557 13.5576 -0.3986
Cl28 6.1487 15.2809 1.7393
Cl29 7.2367 12.6178 1.4800
Cl30 -4.4324 4.1548 3.1186
C25 -3.1025 3.2721 2.3448
Cl31 -2.1942 2.3858 3.5660
Cl32 -3.7650 2.1371 1.1640
Cl33 -2.0346 4.4199 1.5278
Cl34 9.0371 6.4691 0.5659
C26 7.8863 5.1380 0.7418
Cl35 8.1558 4.3267 2.2902
Cl36 6.2395 5.7722 0.6923
Cl37 8.1171 3.9813 -0.5776
Cl38 -7.6809 -1.5984 -4.7275
C27 -6.5634 -0.3663 -5.3373
Cl39 -6.5492 1.0101 -4.2286
Cl40 -4.9355 -1.0537 -5.4462
Cl41 -7.0913 0.1475 -6.9538